ORCA calculation (ωB97M-V with the def2-TZVPD basis set) on C5H5N as an isolated structure.

## Properties
Relative energy (zero: lowest compared OMol25 entry of this formula, charge and spin) = 414.8 kJ/mol
Orbital gap = 9.0 eV
Lowest unoccupied orbital energy = 0.46 eV
HOMO level = -8.5465 eV

```
! wB97M-V def2-TZVPD RIJCOSX def2/J DEFGRID3
* xyz 0 1
C 0.666 0.631 -1.410
C -0.238 -0.460 -0.893
C -1.171 -0.252 0.006
C -1.906 -0.052 1.084
C -0.927 -0.212 1.980
N 0.004 -0.350 2.734
H 0.491 1.568 -0.872
H 0.531 0.819 -2.481
H 1.714 0.350 -1.254
H 0.903 -0.557 2.316
H -0.068 -1.487 -1.211
*
```

***

ORCA calculation (ωB97M-V with the def2-TZVPD basis set) on C7H5F in the gas phase in a non-equilibrium geometry.

## Properties
Relative energy (zero: lowest compared OMol25 entry of this formula, charge and spin) = 0.0 kJ/mol
Orbital gap = 8.9 eV
Lowest unoccupied orbital energy = -0.11 eV
HOMO level = -9.0313 eV
SMILES string = C#C/C=C(/C#C)CF

```
! wB97M-V def2-TZVPD RIJCOSX def2/J DEFGRID3
* xyz 0 1
C -3.060 -0.150 0.020
C -1.913 -0.490 -0.183
C -0.537 -0.880 -0.319
C 0.523 -0.045 -0.093
C 1.833 -0.629 -0.034
C 2.914 -1.170 0.007
C 0.217 1.383 0.246
F 1.099 2.285 -0.395
H -4.121 0.104 0.082
H -0.388 -1.920 -0.619
H 3.905 -1.629 0.047
H 0.353 1.548 1.303
H -0.826 1.594 -0.061
*
```

***

ORCA calculation (ωB97M-V with the def2-TZVPD basis set) on a 2-piece molecular cluster, H3OPS overall in a non-equilibrium geometry.

## Properties
Relative energy (zero: lowest compared OMol25 entry of this formula, charge and spin) = 378.7 kJ/mol
Orbital gap (spin up / spin down) = 7.8 / 7.9 eV
Lowest unoccupied orbital energy (spin up / spin down) = -1.21 / -1.42 eV
HOMO level (spin up / spin down) = -9.0546 / -9.3647 eV

```
! wB97M-V def2-TZVPD RIJCOSX def2/J DEFGRID3
* xyz 0 1
O 2.599 -0.461 -0.018
P -1.736 -0.053 0.295
S 1.312 0.300 -0.053
H -2.271 -0.974 -0.554
H -1.380 0.507 -0.939
H 1.476 0.682 1.269
*
```

***

ORCA calculation (ωB97M-V with the def2-TZVPD basis set) on C5H10S in the gas phase in a non-equilibrium geometry.

## Properties
Relative energy (zero: lowest compared OMol25 entry of this formula, charge and spin) = 108.3 kJ/mol
Orbital gap = 9.8 eV
Lowest unoccupied orbital energy = 0.92 eV
HOMO level = -8.9154 eV
SMILES string = CC1(C)C[C@@H]1S

```
! wB97M-V def2-TZVPD RIJCOSX def2/J DEFGRID3
* xyz 0 1
C -1.582 -0.370 -0.788
C -0.266 0.068 -0.019
C -0.254 1.548 0.223
C 0.309 -0.869 0.975
C 1.012 -0.615 -0.367
S 2.610 0.201 -0.415
H -2.391 -0.331 -0.090
H -1.568 -1.372 -1.130
H -1.853 0.323 -1.609
H 0.504 1.779 1.010
H -1.283 1.828 0.557
H -0.101 2.137 -0.682
H 0.676 -0.392 1.898
H 0.009 -1.896 0.971
H 0.997 -1.443 -1.063
H 3.184 -0.594 0.530
*
```

***

ORCA calculation (ωB97M-V with the def2-TZVPD basis set) on a 9-piece molecular cluster, C30H39Cl6F3O3 overall in a non-equilibrium geometry.

## Properties
Relative energy (zero: lowest compared OMol25 entry of this formula, charge and spin) = 25.4 kJ/mol
Orbital gap = 9.4 eV
Lowest unoccupied orbital energy = 0.13 eV
HOMO level = -9.3120 eV
SMILES string = Fc1ccccc1.Fc1ccccc1.Fc1ccccc1.CC(C)=O.CC(C)=O.CC(C)=O.ClCCl.ClCCl.ClCCl

```
! wB97M-V def2-TZVPD RIJCOSX def2/J DEFGRID3
* xyz 0 1
F 5.094 -1.333 -21.497
C 6.055 -0.465 -21.957
C 6.631 -0.633 -23.186
C 7.539 0.262 -23.690
C 7.878 1.414 -22.895
C 7.281 1.587 -21.645
C 6.452 0.617 -21.139
H 6.234 -1.393 -23.843
H 8.040 0.084 -24.630
H 8.593 2.153 -23.224
H 7.513 2.347 -20.914
H 6.023 0.636 -20.147
F 4.474 5.854 -19.393
C 5.438 6.485 -18.622
C 6.283 7.394 -19.228
C 7.286 8.033 -18.428
C 7.295 7.813 -17.067
C 6.363 6.997 -16.464
C 5.470 6.292 -17.267
H 6.359 7.543 -20.295
H 7.934 8.807 -18.812
H 8.204 8.128 -16.576
H 6.471 6.771 -15.414
H 4.695 5.626 -16.915
F 1.611 6.360 -30.122
C 2.171 6.029 -31.337
C 1.525 5.252 -32.263
C 2.144 4.946 -33.494
C 3.404 5.413 -33.705
C 3.988 6.370 -32.907
C 3.419 6.602 -31.648
H 0.567 4.865 -31.948
H 1.648 4.185 -34.079
H 3.965 5.116 -34.579
H 4.945 6.812 -33.144
H 3.902 7.195 -30.885
C -1.672 -1.646 -25.960
C -2.477 -1.113 -27.162
C -3.957 -1.119 -26.999
O -1.873 -0.475 -27.994
H -0.619 -1.850 -26.157
H -2.219 -2.513 -25.589
H -1.596 -0.916 -25.154
H -4.257 -0.662 -26.056
H -4.402 -2.112 -27.054
H -4.426 -0.588 -27.828
C 3.677 0.802 -30.368
C 5.058 0.618 -29.783
C 6.186 1.537 -30.225
O 5.183 -0.079 -28.792
H 3.413 1.859 -30.332
H 3.080 0.181 -29.701
H 3.714 0.568 -31.431
H 5.834 2.239 -30.982
H 7.006 0.899 -30.555
H 6.406 2.039 -29.283
C 1.785 9.247 -23.254
C 2.250 10.579 -23.904
C 3.206 10.517 -25.101
O 1.834 11.670 -23.447
H 0.764 9.409 -22.908
H 2.409 8.906 -22.428
H 1.656 8.552 -24.084
H 3.042 9.692 -25.793
H 4.201 10.481 -24.657
H 3.186 11.475 -25.621
Cl 3.495 4.055 -25.837
C 2.630 2.849 -24.762
Cl 1.035 3.597 -24.327
H 2.438 1.894 -25.251
H 3.227 2.700 -23.863
Cl -4.265 4.850 -26.002
C -2.960 5.362 -27.203
Cl -3.789 5.812 -28.762
H -2.529 6.285 -26.817
H -2.296 4.506 -27.326
Cl -2.716 4.154 -18.568
C -1.080 4.801 -18.732
Cl -1.056 6.619 -18.442
H -0.400 4.369 -17.998
H -0.752 4.575 -19.746
*
```

***

ORCA calculation (ωB97M-V with the def2-TZVPD basis set) on a 9-piece molecular cluster, C39H75ClF4N13O8S4 overall in a non-equilibrium geometry.

## Properties
Orbital gap = 8.2 eV
Lowest unoccupied orbital energy = -5.67 eV
HOMO level = -13.9008 eV

```
! wB97M-V def2-TZVPD RIJCOSX def2/J DEFGRID3
* xyz 3 1
C 22.787 -3.720 12.736
C 22.654 -4.945 11.851
C 21.439 -5.865 12.282
C 21.807 -6.871 13.413
N 20.675 -7.938 13.488
C 20.859 -8.972 14.564
C 20.083 -10.247 14.014
C 19.807 -10.010 12.532
C 20.634 -8.809 12.167
C 19.304 -7.205 13.816
H 22.266 -2.894 12.250
H 23.806 -3.335 12.688
H 22.346 -3.996 13.693
H 23.457 -5.666 12.000
H 22.724 -4.797 10.774
H 21.293 -6.474 11.390
H 20.480 -5.361 12.408
H 21.702 -6.443 14.410
H 22.694 -7.448 13.153
H 20.779 -8.572 15.575
H 21.908 -9.260 14.490
H 19.173 -10.311 14.610
H 20.603 -11.165 14.289
H 18.732 -9.846 12.604
H 20.091 -10.874 11.930
H 20.160 -8.241 11.367
H 21.611 -9.148 11.822
H 18.608 -7.961 14.179
H 19.009 -6.539 13.006
H 19.613 -6.628 14.687
C 17.302 -3.395 14.341
C 16.729 -4.811 14.070
N 15.441 -4.784 13.327
C 14.658 -3.717 13.051
C 13.566 -4.154 12.218
N 13.721 -5.558 12.149
C 14.796 -5.938 12.950
C 12.970 -6.470 11.360
H 17.353 -2.717 13.489
H 18.340 -3.644 14.562
H 16.785 -2.817 15.107
H 16.484 -5.395 14.958
H 17.419 -5.387 13.454
H 14.999 -2.737 13.352
H 12.789 -3.619 11.692
H 15.209 -6.935 12.939
H 13.179 -7.483 11.703
H 13.160 -6.328 10.296
H 11.973 -6.271 11.754
C 18.740 -1.260 10.417
C 20.055 -1.985 10.644
N 20.458 -2.683 9.418
C 20.898 -2.146 8.222
C 20.707 -3.080 7.183
N 20.189 -4.227 7.730
C 20.021 -3.885 9.085
C 19.927 -5.556 7.242
H 18.003 -2.059 10.340
H 18.569 -0.531 9.624
H 18.790 -0.728 11.367
H 20.007 -2.585 11.553
H 20.799 -1.203 10.794
H 21.108 -1.087 8.240
H 20.885 -2.952 6.125
H 19.472 -4.579 9.705
H 19.969 -6.194 8.125
H 20.677 -5.890 6.525
H 19.034 -5.579 6.618
C 24.723 -10.863 12.121
C 25.078 -10.838 10.542
N 26.506 -10.789 10.185
C 27.498 -10.890 11.110
C 28.675 -10.743 10.443
N 28.469 -10.742 9.058
C 27.105 -10.692 8.936
C 29.430 -10.511 7.956
H 23.654 -11.074 12.097
H 25.041 -9.937 12.600
H 25.367 -11.636 12.541
H 24.661 -9.948 10.070
H 24.712 -11.773 10.119
H 27.246 -10.883 12.160
H 29.612 -10.443 10.887
H 26.597 -10.743 7.985
H 30.215 -9.868 8.353
H 28.844 -9.983 7.204
H 29.915 -11.442 7.662
C 28.305 -1.303 10.744
C 28.365 -0.150 11.788
N 27.628 -0.740 12.901
C 28.035 -1.727 13.791
C 26.935 -2.073 14.596
N 25.847 -1.281 14.278
C 26.289 -0.401 13.249
C 24.472 -1.419 14.859
H 27.271 -1.430 10.421
H 28.679 -2.289 11.016
H 28.707 -1.033 9.767
H 27.660 0.626 11.489
H 29.360 0.219 12.036
H 29.012 -2.132 13.569
H 26.662 -2.862 15.281
H 25.738 0.423 12.821
H 23.982 -2.392 14.821
H 23.864 -0.750 14.250
H 24.323 -1.044 15.871
C 16.413 -9.614 10.291
C 15.780 -10.751 11.038
N 16.719 -11.726 11.541
C 17.056 -12.028 12.870
C 18.024 -13.015 12.878
N 18.310 -13.281 11.531
C 17.510 -12.477 10.702
C 19.048 -14.393 11.089
H 17.456 -9.443 10.557
H 15.898 -8.696 10.574
H 16.379 -9.732 9.208
H 15.011 -11.227 10.431
H 15.222 -10.391 11.902
H 16.598 -11.455 13.663
H 18.596 -13.472 13.672
H 17.351 -12.450 9.634
H 18.546 -15.339 11.292
H 20.064 -14.219 11.445
H 19.131 -14.190 10.021
Cl 17.643 -6.322 10.427
N 21.896 -8.280 7.089
S 21.758 -9.585 7.686
O 20.493 -9.686 8.452
O 22.855 -10.474 8.114
F 21.277 -10.185 6.314
S 23.017 -7.828 8.337
O 24.450 -8.078 8.079
O 22.608 -7.938 9.778
F 23.003 -6.227 8.067
N 21.503 -5.965 16.544
S 22.947 -6.073 16.829
O 23.366 -6.059 18.219
O 23.865 -5.506 15.798
F 23.006 -7.705 16.612
S 21.359 -4.401 17.233
O 22.159 -3.369 16.643
O 21.034 -4.335 18.666
F 19.990 -4.000 16.513
*
```

***

ORCA calculation (ωB97M-V with the def2-TZVPD basis set) on an isolated ion of composition C5H8BrN2 and charge +1 in a non-equilibrium geometry.

## Properties
Relative energy (zero: lowest compared OMol25 entry of this formula, charge and spin) = 318.1 kJ/mol
Orbital gap = 8.8 eV
Lowest unoccupied orbital energy = -4.88 eV
HOMO level = -13.6442 eV
SMILES string = [NH3+][C@]1(Br)CC=CC=N1

```
! wB97M-V def2-TZVPD RIJCOSX def2/J DEFGRID3
* xyz 1 1
N 1.896 0.101 0.746
C 0.775 0.145 -0.155
Br 1.343 1.718 -1.579
C -0.545 0.628 0.509
C -1.716 0.472 -0.482
C -1.603 -0.487 -1.485
C -0.356 -1.291 -1.512
N 0.712 -1.007 -0.885
H 1.792 -0.669 1.495
H 2.076 0.855 1.403
H 2.684 0.154 -0.003
H -0.577 1.691 0.872
H -0.913 -0.003 1.194
H -2.701 0.949 -0.231
H -2.165 -0.443 -2.446
H -0.464 -2.159 -2.126
*
```

***

ORCA calculation (ωB97M-V with the def2-TZVPD basis set) on C25H37AlBr3Cl2F2LiN6O9 as an isolated structure in a non-equilibrium geometry.

## Properties
Orbital gap = 4.0 eV
Lowest unoccupied orbital energy = -8.57 eV
HOMO level = -12.5398 eV

```
! wB97M-V def2-TZVPD RIJCOSX def2/J DEFGRID3
* xyz 2 1
C -1.938 0.155 1.847
N -2.160 -0.061 0.391
C -2.342 1.256 -0.258
C -1.098 -0.762 -0.176
O -0.257 -0.225 -0.869
C -1.051 -2.275 0.070
C 0.052 -2.586 1.045
C 0.291 -3.622 1.882
N 1.473 -3.338 2.558
C 1.937 -2.163 2.145
C 3.148 -1.375 2.528
C 3.873 -0.843 1.255
C 3.442 0.564 0.821
C 4.339 1.156 -0.265
N 4.033 0.703 -1.646
C 4.678 1.290 -2.698
C 4.220 0.616 -3.891
C 3.321 -0.323 -3.559
C 3.192 -0.242 -2.095
N 1.094 -1.712 1.231
H -2.465 -0.579 2.460
H -2.380 1.110 2.084
H -0.874 0.218 2.098
H -2.273 1.193 -1.339
H -3.299 1.669 0.055
H -1.577 1.947 0.112
H -0.926 -2.824 -0.862
H -1.993 -2.530 0.544
H -0.322 -4.493 2.012
H 1.918 -3.935 3.237
H 3.816 -1.957 3.160
H 2.809 -0.540 3.150
H 4.926 -0.762 1.537
H 3.810 -1.562 0.437
H 2.410 0.631 0.456
H 3.490 1.216 1.694
H 4.183 2.235 -0.245
H 5.398 0.982 -0.073
H 5.394 2.099 -2.622
H 4.569 0.826 -4.892
H 2.797 -1.019 -4.189
H 2.498 -0.908 -1.437
H 1.265 -0.842 0.756
O -3.196 -4.447 0.431
H -3.777 -4.114 -0.272
H -2.568 -5.025 -0.033
F 2.230 -2.236 -1.305
C -1.801 -0.560 -3.975
C -2.948 -1.078 -3.387
C -4.101 -1.239 -4.134
C -4.087 -0.881 -5.469
C -2.961 -0.357 -6.070
C -1.809 -0.195 -5.313
N -5.308 -1.072 -6.269
O -6.284 -1.519 -5.698
O -5.262 -0.775 -7.441
H -0.901 -0.441 -3.383
H -2.941 -1.359 -2.339
H -4.997 -1.639 -3.682
H -2.969 -0.076 -7.113
H -0.919 0.214 -5.772
Li -4.670 -6.104 0.207
F -4.039 1.877 2.920
C -4.662 3.367 -6.030
Cl -5.479 2.364 -4.822
Cl -2.932 3.002 -6.116
H -5.105 3.172 -7.000
H -4.785 4.408 -5.760
C 8.209 0.344 -2.508
O 7.401 1.354 -2.493
O 7.649 -0.845 -2.913
O 9.372 0.389 -2.198
H 6.744 -0.561 -3.094
Al -4.253 0.857 4.280
C -0.015 2.145 7.373
N -0.754 1.214 6.475
O -0.107 0.456 5.778
O -1.969 1.268 6.491
H 1.048 1.975 7.244
H -0.288 3.156 7.089
H -0.324 1.931 8.390
C -2.071 4.577 9.960
Br -2.767 3.425 8.580
Br -0.970 3.595 11.197
Br -1.139 6.083 9.211
H -2.913 4.963 10.516
*
```